[1]
A 8-piece molecular cluster, C22H64N4O8 overall. Source: the Open Molecules 2025 dataset; level of theory: ωB97M-V/def2-TZVPD.

```
98
Properties=species:S:1:pos:R:3:forces:R:3:lowdin_charge:R:1
C 2.562 1.849 -1.181 0.72 0.96 1.81 -0.09
O 1.684 2.875 -1.622 0.23 -0.23 0.78 -0.17
C 1.458 2.818 -2.978 0.11 0.91 -1.55 -0.27
C 0.313 3.689 -3.446 -2.07 0.55 1.99 -0.44
C -1.036 3.170 -2.837 1.19 1.34 1.41 -0.04
N 0.176 3.805 -4.866 -0.44 0.54 0.51 0.06
H 3.566 1.849 -1.685 -0.96 -0.02 0.13 0.11
H 2.049 0.911 -1.214 -0.02 -0.89 -0.45 0.06
H 2.739 2.006 -0.067 -0.13 0.03 -1.43 0.08
H 2.303 3.214 -3.525 0.92 0.10 -0.17 0.12
H 1.308 1.839 -3.404 -0.20 -0.96 0.26 0.11
H 0.392 4.695 -3.013 0.54 -0.06 -0.11 0.14
H -0.851 2.966 -1.746 -0.07 -0.28 -1.07 0.06
H -1.325 2.289 -3.368 -0.58 -0.61 -0.19 0.03
H -1.802 3.966 -2.792 0.20 -0.51 -0.65 0.08
H 1.027 4.093 -5.290 0.68 0.09 -0.53 0.06
H -0.123 2.927 -5.212 -0.12 -0.99 -0.82 0.04
C -1.473 2.978 1.322 0.74 -0.49 1.00 -0.05
O -2.199 2.050 2.180 -0.07 0.53 -0.80 -0.22
C -2.539 2.673 3.423 -0.59 0.31 -0.21 -0.20
C -3.595 1.860 4.225 -2.18 0.26 -2.22 -0.42
C -4.977 2.003 3.442 -0.58 -1.46 -0.09 -0.08
N -3.756 2.289 5.608 -0.02 0.04 0.15 0.03
H -0.509 3.268 1.795 -0.68 -0.17 -0.17 0.08
H -2.051 3.844 1.074 -0.63 0.67 0.28 0.08
H -1.233 2.552 0.359 -0.06 -0.83 -0.01 0.07
H -1.622 2.733 3.962 0.79 0.39 0.85 0.10
H -2.911 3.717 3.192 0.16 -0.95 0.47 0.14
H -3.405 0.787 4.169 0.55 0.13 0.18 0.11
H -5.481 2.947 3.686 0.33 0.02 -0.22 0.06
H -5.709 1.188 3.792 1.07 1.03 -0.36 0.09
H -4.909 1.861 2.318 0.19 0.31 1.32 0.08
H -4.703 2.063 5.973 0.99 0.16 -0.53 0.09
H -3.662 3.298 5.632 -0.10 0.06 0.22 0.07
C 0.766 -6.385 -3.797 -1.95 -0.02 -1.54 -0.15
O 1.382 -5.745 -2.771 1.17 0.05 2.05 -0.20
C 0.536 -5.000 -1.926 -0.10 0.15 -0.42 -0.21
C 1.372 -4.253 -0.885 -1.93 -0.35 0.10 -0.42
C 2.262 -3.307 -1.642 2.12 -0.59 2.29 -0.04
N 2.157 -5.150 -0.034 1.18 0.83 -0.53 0.04
H 1.572 -6.565 -4.502 -0.34 -0.34 -0.47 0.09
H -0.013 -5.673 -4.222 0.77 -0.80 -0.12 0.10
H 0.190 -7.340 -3.580 0.82 0.84 0.23 0.10
H 0.081 -4.252 -2.565 -0.57 0.43 -0.07 0.10
H -0.259 -5.635 -1.538 -0.07 -0.19 0.43 0.13
H 0.639 -3.724 -0.209 0.76 -0.27 -0.67 0.15
H 1.809 -2.635 -2.308 -1.02 0.98 -0.57 0.06
H 2.915 -3.942 -2.236 0.36 0.08 -0.10 0.08
H 2.870 -2.793 -0.848 -0.38 -0.04 -1.14 0.09
H 1.583 -5.735 0.530 -0.49 -0.52 0.30 0.08
H 2.757 -5.729 -0.629 -0.30 0.15 0.36 0.10
C -1.431 -1.706 -1.241 0.78 1.08 0.24 -0.07
O -1.105 -1.789 -2.631 0.08 -1.13 0.67 -0.20
C -1.131 -0.685 -3.467 0.44 1.07 -0.06 -0.25
C -1.250 -1.070 -4.924 0.45 1.17 -1.22 -0.38
C -0.194 -2.105 -5.328 0.24 1.03 -0.49 -0.06
N -1.033 0.273 -5.696 0.00 -2.25 0.52 0.04
H -2.378 -1.195 -1.063 -0.22 0.01 -0.22 0.08
H -0.685 -1.170 -0.559 -0.54 -0.68 -1.22 0.09
H -1.518 -2.734 -0.915 -0.01 -0.12 0.15 0.07
H -1.944 0.006 -3.195 0.13 0.00 0.03 0.12
H -0.168 -0.136 -3.492 -0.30 0.03 0.71 0.12
H -2.236 -1.480 -5.166 -0.01 0.02 0.09 0.13
H -0.427 -2.992 -4.785 -0.21 -0.98 0.02 0.04
H 0.823 -1.840 -5.005 -0.26 0.31 -0.10 0.09
H -0.165 -2.256 -6.432 -0.18 -0.13 0.80 0.09
H -0.863 -0.019 -6.664 -0.17 0.41 0.34 0.06
H -1.921 0.756 -5.677 -0.16 0.18 -0.18 0.06
C 1.791 4.334 3.432 1.34 0.49 1.06 -0.06
C 2.404 2.991 3.017 -0.01 0.10 -1.56 -0.50
C 3.544 2.561 3.939 0.85 0.66 0.01 -0.06
O 1.305 2.071 2.936 0.42 -1.20 -0.38 -0.11
H 2.529 5.232 3.392 -1.09 -1.71 0.13 0.11
H 1.446 4.182 4.494 0.04 0.53 -1.00 0.09
H 0.977 4.553 2.758 -0.37 0.16 0.07 0.05
H 2.753 3.082 1.950 0.25 0.13 0.96 0.13
H 4.188 1.752 3.554 -0.74 -0.08 0.11 0.07
H 3.199 2.348 4.970 0.11 0.01 -0.61 0.09
H 4.266 3.413 3.983 -0.59 -0.38 0.19 0.08
H 1.551 1.292 2.342 -0.03 1.27 1.05 0.07
C -0.461 -2.491 3.260 1.82 -0.62 1.94 -0.04
C -1.224 -1.196 3.237 -0.66 0.35 -0.16 -0.47
C -0.788 -0.289 4.357 -0.38 -0.82 -0.59 -0.03
O -0.949 -0.565 1.990 0.42 -0.49 -0.72 -0.07
H -0.135 -2.793 4.335 -0.99 0.36 -1.69 0.12
H 0.509 -2.367 2.779 0.12 0.41 -0.09 0.06
H -0.855 -3.344 2.748 -0.86 -0.39 -0.13 0.06
H -2.315 -1.320 3.297 0.08 -0.42 0.02 0.14
H -1.320 0.624 4.401 -0.75 0.70 0.15 0.04
H 0.197 -0.023 4.132 1.86 0.35 0.07 0.07
H -0.857 -0.839 5.262 -0.01 -0.17 1.09 0.08
H -1.230 0.346 2.054 -0.56 0.76 0.07 0.05
O 3.048 -2.843 1.757 -0.01 -1.64 -0.98 -0.13
H 3.985 -2.691 1.993 -0.79 -0.57 -0.47 0.05
H 2.925 -3.713 1.180 0.67 2.01 1.43 0.06
O 1.864 -0.225 1.145 -0.77 1.69 -0.54 -0.06
H 2.061 -1.022 1.608 0.37 -1.38 0.52 -0.01
H 0.893 -0.130 1.195 0.28 -0.50 0.05 0.03
```
Forces are in eV/Å.

As for the largest force on an atom: 3.178 eV Å⁻¹. The value obtained for the total energy is -1697.4226 Eh. As for the SMILES: COC[C@H](C)N.COC[C@H](C)N.COC[C@H](C)N.COC[C@H](C)N.CC(C)O.CC(C)O.O.O. As for the net charge: 0. The lowest unoccupied orbital energy is 0.0256 Ha. For the orbital gap, the calculation gives 9.74 eV. The calculation puts the highest occupied orbital energy at -0.332 hartree.

[2]
C22H66F2InNO15S2 as an isolated structure. Source: the Open Molecules 2025 dataset; level of theory: ωB97M-V/def2-TZVPD.

```
109
Properties=species:S:1:pos:R:3:forces:R:3:lowdin_charge:R:1
In -2.077 4.897 -0.831 0.29 -0.04 -0.10 0.96
N -1.080 0.774 -0.621 3.91 0.14 -1.16 -0.17
S -1.714 -0.526 -0.218 -7.88 -4.58 3.43 0.40
O -1.371 -1.045 1.109 0.30 0.67 -1.85 -0.21
O -2.059 -1.514 -1.210 1.74 0.03 -0.09 -0.21
F -3.195 0.008 -0.019 0.33 0.83 0.61 -0.17
S 0.441 0.048 -0.897 6.14 3.28 -3.08 0.59
O 0.644 -0.824 -2.032 -1.72 -0.13 1.64 -0.24
O 1.306 -0.133 0.246 -2.03 0.20 -0.73 -0.23
F 1.042 1.390 -1.624 -0.82 -0.48 1.27 -0.21
C -5.555 -6.920 -0.366 -0.02 0.06 -0.01 -0.04
C -6.003 -5.427 -0.525 -0.29 -1.00 1.82 -0.31
O -5.866 -4.973 -1.785 -0.33 0.56 -2.43 0.03
H -5.856 -7.320 0.602 0.16 0.28 0.18 0.08
H -4.487 -7.072 -0.523 0.06 0.20 0.13 0.07
H -6.068 -7.549 -1.094 -0.12 0.31 -0.20 0.08
H -5.497 -4.718 0.131 0.45 -0.35 0.63 0.12
H -7.056 -5.387 -0.246 -0.11 0.01 -0.27 0.12
H -4.961 -4.744 -2.012 0.22 -0.03 0.14 0.11
C -1.238 2.354 -6.949 1.14 0.23 0.97 -0.08
C -0.642 3.000 -5.627 -1.92 -0.53 -2.49 -0.27
O -1.582 4.028 -5.245 0.78 -0.50 0.95 -0.11
H -2.282 2.056 -6.849 0.04 0.13 0.29 0.07
H -0.657 1.453 -7.147 0.00 0.02 -0.39 0.07
H -1.144 3.060 -7.773 0.03 -0.12 -0.12 0.07
H 0.341 3.411 -5.855 0.05 0.07 0.26 0.10
H -0.570 2.156 -4.941 -0.13 0.64 0.71 0.10
H -1.939 4.387 -6.061 0.00 0.07 -0.04 0.07
C 1.138 8.262 -4.927 -0.80 -0.25 0.72 -0.08
C 1.657 8.016 -3.491 0.25 -0.46 -1.22 -0.27
O 1.409 6.614 -3.145 -0.07 1.24 0.33 -0.11
H 1.698 7.674 -5.654 0.18 0.31 -0.03 0.07
H 1.010 9.305 -5.215 0.71 0.09 0.04 0.07
H 0.112 7.897 -4.977 -0.10 -0.29 0.10 0.06
H 1.229 8.708 -2.767 -0.44 -0.48 0.10 0.10
H 2.728 8.217 -3.462 0.13 -0.13 0.07 0.11
H 2.120 6.108 -3.544 0.09 -0.14 -0.04 0.06
C -2.494 -2.954 6.720 -0.59 0.11 0.02 -0.09
C -2.923 -4.281 7.390 0.84 -0.42 -0.70 -0.26
O -1.888 -5.310 7.278 -0.79 0.98 -0.12 -0.08
H -3.348 -2.281 6.648 -0.17 0.16 0.70 0.07
H -2.223 -2.959 5.664 0.36 -0.94 -0.02 0.06
H -1.687 -2.461 7.262 -0.07 0.00 0.10 0.07
H -3.826 -4.701 6.947 0.16 0.05 -0.14 0.11
H -3.121 -4.153 8.454 -0.08 0.34 0.01 0.11
H -1.179 -4.955 7.819 0.38 -0.28 0.09 0.08
C -0.435 -5.744 1.103 0.21 -0.51 -0.97 -0.06
C -1.021 -5.799 2.466 0.45 0.77 0.96 -0.30
O -0.169 -6.494 3.326 0.71 -0.71 -0.25 0.01
H -0.198 -6.764 0.798 -0.39 -0.24 -0.21 0.09
H 0.534 -5.269 0.951 -0.02 0.50 0.70 0.08
H -1.115 -5.290 0.382 -0.09 -0.12 0.07 0.08
H -2.044 -6.174 2.491 -0.25 -0.50 -0.18 0.13
H -1.133 -4.828 2.948 -0.21 0.87 -0.25 0.13
H -0.445 -6.462 4.245 -0.37 0.04 0.19 0.11
C -2.119 -4.229 -6.204 1.69 0.54 -0.41 -0.03
C -0.661 -4.207 -5.529 -1.25 0.13 1.06 -0.25
O 0.066 -3.023 -5.664 -0.13 0.46 -1.12 0.02
H -1.993 -4.457 -7.263 -0.10 -0.24 0.06 0.07
H -2.550 -3.228 -6.195 -0.09 -0.07 0.48 0.07
H -2.744 -4.985 -5.728 0.13 0.14 0.05 0.07
H -0.079 -5.021 -5.961 0.06 -0.27 -0.19 0.13
H -0.748 -4.344 -4.451 -0.27 -0.64 -0.03 0.11
H 0.381 -2.709 -4.813 -0.05 0.00 0.18 0.10
C 1.444 2.666 6.321 -0.86 0.24 0.31 -0.09
C 2.022 1.649 5.403 0.07 0.42 0.08 -0.33
O 1.546 1.944 4.094 0.19 -0.08 -0.20 -0.07
H 0.405 2.840 6.040 -0.12 0.12 0.14 0.07
H 2.000 3.598 6.220 -0.17 0.04 0.29 0.08
H 1.453 2.277 7.339 0.17 0.35 0.10 0.09
H 1.739 0.641 5.706 0.18 -0.15 -0.11 0.12
H 3.087 1.846 5.528 0.45 -0.82 -0.61 0.12
H 1.791 1.227 3.505 0.07 -0.10 -0.12 0.08
C -4.785 2.526 4.254 -0.83 -0.03 1.10 -0.07
C -3.341 2.076 4.137 -1.71 -1.17 1.22 -0.36
O -2.652 3.029 3.486 2.04 2.05 -1.68 -0.03
H -5.391 2.816 3.395 0.59 -0.46 -0.55 0.08
H -4.811 3.422 4.875 0.16 0.06 0.17 0.08
H -5.342 1.772 4.810 -0.15 -0.11 -0.06 0.08
H -3.237 1.104 3.657 -0.11 -0.23 -0.35 0.12
H -2.944 1.952 5.145 -0.09 -0.19 0.21 0.12
H -1.939 3.349 4.044 0.17 0.08 -0.17 0.10
C 4.949 -3.016 2.687 -0.84 -0.33 0.24 -0.05
C 3.766 -3.799 3.314 0.72 -0.30 -1.04 -0.26
O 3.815 -5.154 2.923 0.70 -0.49 -0.11 0.00
H 4.718 -1.951 2.711 -0.13 0.02 -0.12 0.07
H 5.000 -3.371 1.657 0.19 0.23 -0.04 0.08
H 5.930 -3.111 3.153 -0.21 -0.44 0.18 0.08
H 2.816 -3.500 2.872 -0.22 1.04 0.48 0.12
H 3.752 -3.798 4.404 -0.15 0.52 0.33 0.13
H 2.919 -5.499 2.946 -0.14 -0.30 0.07 0.09
C 4.038 4.415 0.661 0.82 -0.96 0.27 -0.08
C 3.020 5.317 1.295 0.40 0.48 0.39 -0.32
O 1.803 4.612 1.308 -1.64 0.34 -0.73 -0.09
H 3.760 4.065 -0.333 -0.40 0.19 0.04 0.08
H 4.035 3.551 1.325 0.25 -0.45 -0.19 0.07
H 5.088 4.695 0.574 -0.14 0.67 0.31 0.08
H 2.937 6.288 0.807 -0.57 -0.23 -0.38 0.12
H 3.198 5.574 2.339 0.80 -0.06 0.12 0.12
H 1.862 3.825 1.855 0.31 -0.02 0.19 0.07
C 5.977 2.936 -6.006 0.22 -0.41 0.15 -0.08
C 4.800 2.859 -5.041 0.48 0.12 0.62 -0.31
O 4.100 4.108 -5.036 -0.43 -0.85 -0.18 -0.07
H 6.702 2.151 -5.793 0.15 0.08 0.25 0.08
H 6.446 3.917 -5.929 0.10 -0.13 0.05 0.08
H 5.719 2.752 -7.048 -0.41 0.23 -0.01 0.07
H 5.060 2.675 -3.998 0.66 0.41 -0.01 0.11
H 4.194 1.970 -5.216 -0.63 0.17 -0.66 0.11
H 3.738 4.162 -5.924 -0.19 0.45 -0.19 0.08
```
Forces are in eV/Å.

As for the largest force on an atom: 9.734 eV Å⁻¹. The value obtained for the total energy is -3246.2629 Eh. As for the net charge: +2. The lowest unoccupied orbital energy is -0.4524 Ha. For the orbital gap, the calculation gives 1.38 eV. The calculation puts the highest occupied orbital energy at -0.503 hartree.